(1)
The following is a DFT calculation (ωB97M-V/def2-TZVPD) of a molecular structure, C42H32N2O6PRuS.

Calculated values
molecular weight: 824.8 g mol⁻¹
Kohn-Sham gap: 6.2039 eV
ΔE to the lowest compared entry with this formula, charge and spin: 17.1 kcal/mol
LUMO: -4.13 eV
charge: +1
HOMO: -10.33 eV

Cartesian coordinates (Å):
Ru: -0.3864 0.9235 -0.0790
C: -5.9228 -1.6300 5.9558
C: -5.1629 -1.1337 4.7561
C: -4.6522 0.1581 4.7178
C: -3.9653 0.6252 3.6057
C: -3.7948 -0.2215 2.5216
C: -4.3021 -1.5208 2.5256
C: -4.9727 -1.9647 3.6472
S: -2.9638 0.3424 1.1042
O: -3.8761 0.3177 0.0121
O: -2.2340 1.5925 1.3767
N: -1.7100 -0.6894 0.8565
C: -0.7777 -0.7751 1.8972
C: -0.8989 -1.2887 3.1872
C: 0.2295 -1.2880 3.9744
C: 1.4374 -0.7791 3.4834
C: 1.4629 -0.2585 2.2175
N: 0.3587 -0.2596 1.4488
H: -5.7502 -0.9984 6.8256
H: -5.6377 -2.6513 6.2082
H: -6.9952 -1.6322 5.7515
H: -4.7968 0.8126 5.5686
H: -3.5634 1.6296 3.5801
H: -4.1665 -2.1671 1.6675
H: -5.3679 -2.9733 3.6664
H: -1.8427 -1.6755 3.5405
H: 0.1783 -1.6711 4.9851
H: 2.3352 -0.7838 4.0841
H: 2.3440 0.1827 1.7930
C: 5.3997 -2.0341 -1.4731
C: 4.9480 -1.5322 -0.2595
C: 3.7733 -0.8019 -0.2133
C: 3.0425 -0.5669 -1.3798
C: 3.4922 -1.0829 -2.5922
C: 4.6767 -1.8076 -2.6320
P: 1.5876 0.5100 -1.3903
C: 0.8270 0.1683 -3.0036
C: 0.8690 1.0671 -4.0616
C: 0.3108 0.7219 -5.2884
C: -0.2763 -0.5205 -5.4598
C: -0.3223 -1.4205 -4.3995
C: 0.2191 -1.0752 -3.1743
C: 2.2198 2.1959 -1.4555
C: 3.2351 2.6500 -2.2498
C: 3.6502 3.9996 -2.1562
C: 3.1179 4.8155 -1.1961
C: 2.1430 4.3309 -0.2851
C: 1.6941 5.0813 0.8302
C: 0.8281 4.5344 1.7310
C: 0.2923 3.2377 1.5197
C: 0.6918 2.4939 0.4392
C: 1.6600 3.0229 -0.4593
H: 6.3167 -2.6069 -1.5125
H: 5.5095 -1.7109 0.6477
H: 3.4427 -0.4061 0.7286
H: 2.9312 -0.9194 -3.5022
H: 5.0281 -2.2001 -3.5769
H: 1.3234 2.0403 -3.9331
H: 0.3362 1.4285 -6.1074
H: -0.7126 -0.7855 -6.4140
H: -0.7958 -2.3852 -4.5255
H: 0.1583 -1.7739 -2.3467
H: 3.7097 1.9924 -2.9704
H: 4.4082 4.3724 -2.8318
H: 3.4592 5.8393 -1.1000
H: 2.0725 6.0866 0.9710
H: 0.5263 5.0965 2.6049
H: -0.4532 2.8576 2.2049
O: -1.6780 0.3036 -1.5657
C: -1.9035 1.4983 -1.9662
O: -1.2085 2.3505 -1.3384
C: -2.7921 1.8178 -3.0643
C: -3.5828 0.8109 -3.5998
C: -4.3821 1.0521 -4.7209
C: -4.3296 2.3175 -5.2481
O: -4.9963 2.7826 -6.3334
C: -4.6294 4.1660 -6.4721
O: -3.6878 4.4677 -5.4361
C: -3.5443 3.3219 -4.7067
C: -2.7604 3.1172 -3.6116
H: -3.5711 -0.1670 -3.1376
H: -5.0124 0.2877 -5.1518
H: -5.5157 4.7873 -6.3536
H: -4.1635 4.3171 -7.4440
H: -2.1416 3.8942 -3.1853



(2)
The following is a DFT calculation (ωB97M-V/def2-TZVPD) of C12H13NOSe in the gas phase.

Calculated values
molecular weight: 266.2 g mol⁻¹
Kohn-Sham gap (spin up / spin down): 6.7573 / 6.3805 eV
ΔE to the lowest compared entry with this formula, charge and spin: 66.1 kcal/mol
LUMO (spin up / spin down): -0.95 / -0.99 eV
charge: 0
HOMO (spin up / spin down): -7.71 / -7.37 eV

Cartesian coordinates (Å):
C: -1.1464 -2.6871 -1.0193
C: 4.5617 1.0155 -0.2681
C: 3.4378 1.2695 -1.0446
C: 4.6474 -0.0219 0.6675
C: 2.3456 0.4300 -0.9004
C: 3.5261 -0.8183 0.8677
C: 2.3269 -0.5334 0.0983
C: -0.9892 0.9518 0.4868
C: -3.0042 -0.5647 1.0132
C: -3.1106 1.4514 -0.6036
C: 0.0020 -1.9169 -0.9802
C: -2.3467 0.6062 0.3632
N: -2.2483 -2.9543 -1.0493
O: -0.2225 0.3977 1.3575
Se: 0.7164 -1.4568 0.6192
H: 5.3848 1.7530 -0.1921
H: 3.3748 2.0650 -1.8028
H: 5.3357 0.1481 1.5541
H: 1.3742 0.4822 -1.5259
H: 3.4385 -1.6055 1.5448
H: -0.5737 1.6969 -0.1321
H: -4.0444 -0.2352 1.0567
H: -2.4471 -0.6480 2.0144
H: -2.6502 -1.4701 0.4581
H: -3.7998 0.6808 -1.1599
H: -2.3743 2.1283 -1.1713
H: -3.7190 2.1349 -0.1013
H: 0.0996 -1.5588 -1.9819



(3)
The following is a DFT calculation (ωB97M-V/def2-TZVPD) of a molecular structure, H41O20.

Calculated values
2S+1: 2
molecular weight: 361.3 g mol⁻¹
Kohn-Sham gap (spin up / spin down): 10.5026 / 1.4365 eV
ΔE to the lowest compared entry with this formula, charge and spin: 34.7 kcal/mol
LUMO (spin up / spin down): -5.37 / -13.04 eV
charge: +2
HOMO (spin up / spin down): -15.87 / -14.47 eV

Cartesian coordinates (Å):
O: 1.7978 -3.4057 -2.3739
H: -1.5585 -0.1585 5.6420
O: -1.1408 0.6250 3.2352
H: -1.3658 -0.3223 3.2626
H: 0.5599 1.6795 3.3426
O: -2.8256 -0.9159 -3.7898
H: -3.3240 -1.7382 -3.7584
H: -2.9827 -0.5717 -4.6559
O: -1.1172 0.4046 -1.8502
H: -1.0590 1.3134 -2.1598
H: -5.4946 0.6913 3.0365
O: 3.6882 3.0866 0.8387
H: 1.1151 1.6008 0.3594
H: -1.6778 -0.0960 -2.4601
O: 0.8236 2.4390 0.7455
H: -1.2269 -2.5723 2.1451
H: 1.4129 3.2026 0.6281
O: 0.1764 -2.8069 -4.2962
H: -0.5120 -1.2333 5.6374
H: -0.0877 -1.4669 2.1536
O: 2.3335 1.3801 -1.7373
H: 1.7254 0.8400 -1.2296
H: 1.9242 1.6626 -2.5593
O: -5.1222 2.2972 1.4906
H: -4.6224 2.6653 2.2151
H: 3.5250 2.7760 -0.0566
O: 3.9399 -2.7171 -1.2520
H: 3.4488 -2.1007 -1.8187
H: 3.8037 -3.6441 -1.5094
O: 0.0751 -0.1985 0.8722
H: -0.1982 -0.8488 0.2349
H: -0.4511 -2.0833 -4.2801
O: -0.0117 2.3606 -3.8849
H: 0.4757 3.1639 -3.8956
H: 0.0924 1.6890 -4.5497
O: -1.3979 3.6279 1.6454
H: -1.7504 3.0707 2.3307
H: -1.8155 4.4904 1.6202
O: 1.8140 -4.4050 0.8042
H: -0.6613 0.8718 4.0234
H: 2.3450 -3.6279 1.0028
O: -0.6243 -0.2763 5.6633
H: -0.6183 0.4591 0.7903
H: 1.0171 -2.8461 -2.2846
O: -4.6926 0.2154 2.7902
H: 3.0316 1.9819 -5.2902
H: -4.8164 -0.6635 3.1733
O: 2.7185 1.4864 -4.5311
H: 3.0126 0.5846 -4.5013
H: 1.6643 -4.3704 -0.1333
O: -0.6936 -1.9798 2.6726
H: 1.9301 -3.4263 -3.3158
H: -0.0917 -3.3203 -5.0538
O: 0.9428 2.5569 3.2091
H: 0.9631 2.5250 1.9145
H: 1.8844 2.5305 3.4403
O: -0.5245 -3.6652 0.2462
H: -1.4586 -3.8636 0.3538
H: 0.0351 -4.3046 0.7495
H: 4.3988 2.5121 1.1049
H: -4.9617 2.0694 0.6027



(4)
The following is a DFT calculation (ωB97M-V/def2-TZVPD) of 3 unconnected molecules or ions with the total composition C38H67F2NO4P.

Calculated values
molecular weight: 670.9 g mol⁻¹
Kohn-Sham gap: 5.7981 eV
LUMO: 2.50 eV
charge: -1
HOMO: -3.30 eV

Cartesian coordinates (Å):
C: 1.6446 -3.6234 -0.4485
C: 0.4816 -3.9741 0.5180
C: -0.8178 -3.1104 0.3228
C: -2.0532 -4.0406 0.3416
C: -3.3968 -3.3373 0.7012
C: -4.6506 -3.9787 0.0166
C: -5.5193 -2.9713 -0.7826
C: -6.3089 -2.0991 0.2187
C: -7.1742 -1.0082 -0.4900
C: -6.6311 0.3931 -0.1200
C: -5.6631 0.8552 -1.2241
C: -4.3888 1.4274 -0.6288
C: -3.3084 0.3443 -0.6134
C: -1.9138 0.9368 -0.6080
C: -0.9515 -0.2028 -0.2986
P: 0.9074 0.2594 -0.4974
C: 0.7392 0.5311 -2.4096
C: 0.0615 -0.5602 -3.2672
C: -1.0511 0.0392 -4.1656
C: -1.7768 -1.0047 -4.9798
O: -2.9292 -1.0007 -5.0529
O: -1.0825 -1.9826 -5.6651
C: 1.4457 -1.5840 -0.6886
C: 2.6398 -1.8520 -1.5911
O: 3.8791 -1.4201 -1.0310
C: 4.9796 -1.9855 -1.6812
C: 5.4288 -3.3179 -1.0908
C: 1.0705 0.2389 1.4490
C: 2.3814 0.8232 1.9859
O: 2.6456 2.0960 1.4319
C: 3.5789 -0.1631 1.9300
N: 4.7561 0.4841 1.3506
H: 1.2907 -3.1874 -1.3803
H: 2.3000 -2.8795 0.0246
H: 2.2016 -4.5236 -0.6938
H: 0.2204 -5.0171 0.3431
H: 0.8233 -3.8585 1.5424
H: -0.7420 -2.5476 -0.6044
H: -0.9104 -2.4198 1.1582
H: -2.1816 -4.5381 -0.6194
H: -1.8558 -4.7906 1.1077
H: -3.3544 -2.2636 0.5146
H: -3.5608 -3.4466 1.7742
H: -4.3182 -4.7740 -0.6526
H: -5.2920 -4.4461 0.7624
H: -6.2045 -3.5593 -1.3964
H: -4.9189 -2.3584 -1.4532
H: -5.5754 -1.6517 0.8861
H: -6.9816 -2.7500 0.7743
H: -7.1034 -1.0956 -1.5718
H: -8.2150 -1.0895 -0.1817
H: -6.1290 0.3326 0.8430
H: -7.4645 1.0839 0.0054
H: -6.1880 1.5925 -1.8282
H: -5.4024 -0.0293 -1.7998
H: -4.0040 2.2633 -1.2157
H: -4.5403 1.8105 0.3758
H: -3.4435 -0.3014 -1.4829
H: -3.4514 -0.2519 0.2906
H: -1.8699 1.6173 0.2410
H: -1.7089 1.4254 -1.5559
H: -1.2449 -1.1245 -0.8137
H: -1.1281 -0.4070 0.7606
H: 2.3210 0.6239 -0.6073
H: 0.5108 1.6714 -0.3399
H: 0.2381 1.4829 -2.5937
H: 1.7512 0.6772 -2.7940
H: 0.7979 -0.9472 -3.9784
H: -0.3538 -1.4272 -2.7567
H: -0.5859 0.7332 -4.8672
H: -1.7958 0.5149 -3.5395
H: -0.6395 -1.5630 -6.4142
H: 1.7513 -1.9527 0.2938
H: 0.6276 -2.2546 -0.9764
H: 2.5498 -1.4606 -2.6110
H: 2.7115 -2.9482 -1.7024
H: 5.8075 -1.2826 -1.5590
H: 4.7777 -2.0657 -2.7557
H: 4.7533 -4.1149 -1.3974
H: 5.5317 -3.2752 -0.0115
H: 6.4052 -3.5843 -1.4992
H: 0.8383 -0.7219 1.9209
H: 0.3153 0.9395 1.8276
H: 2.1866 1.0040 3.0559
H: 3.2969 2.5234 1.9947
H: 3.8738 -0.3878 2.9597
H: 3.3496 -1.1227 1.4672
H: 4.6520 0.5917 0.3499
H: 5.5988 -0.0119 1.6004
F: 7.9669 2.6987 0.0987
C: 8.2312 3.0425 1.3719
C: 7.3853 2.6152 2.3762
C: 7.6673 2.9692 3.6871
C: 8.7793 3.7500 3.9763
C: 9.6150 4.1737 2.9531
C: 9.3445 3.8146 1.6406
H: 6.5160 2.0123 2.1318
H: 7.0169 2.6354 4.4848
H: 8.9934 4.0277 5.0006
H: 10.4795 4.7854 3.1764
H: 9.9888 4.1282 0.8295
F: -5.2283 3.7692 1.6330
C: -4.2397 4.6421 1.9092
C: -4.5476 5.9741 2.0989
C: -3.5245 6.8665 2.3851
C: -2.2127 6.4185 2.4664
C: -1.9219 5.0753 2.2671
C: -2.9419 4.1782 1.9921
H: -5.5756 6.3040 2.0224
H: -3.7512 7.9129 2.5433
H: -1.4159 7.1178 2.6845
H: -0.8997 4.7246 2.3241
H: -2.7359 3.1267 1.8404



(5)
The following is a DFT calculation (ωB97M-V/def2-TZVPD) of a molecular structure, C26H52NiO14S6.

Calculated values
2S+1: 3
molecular weight: 839.8 g mol⁻¹
Kohn-Sham gap (spin up / spin down): 7.8157 / 7.7128 eV
ΔE to the lowest compared entry with this formula, charge and spin: 32.4 kcal/mol
LUMO (spin up / spin down): 0.28 / 0.28 eV
charge: 0
HOMO (spin up / spin down): -7.54 / -7.44 eV

Cartesian coordinates (Å):
Ni: -26.7100 -13.3913 -1.7384
O: -27.5731 -12.7570 -0.0385
C: -27.9457 -11.4520 -0.3590
C: -28.0357 -10.9613 -1.8288
O: -27.4044 -11.7947 -2.7814
H: -27.3039 -10.7712 0.2363
H: -28.9301 -11.2242 0.0847
H: -27.7160 -9.9259 -2.0111
H: -29.1172 -10.9946 -2.0613
C: -26.7050 -16.1527 2.6283
C: -25.7784 -17.2391 2.0455
C: -24.5469 -16.4884 1.4556
S: -25.2114 -14.9636 0.7550
O: -25.4251 -15.1249 -0.6982
O: -24.4208 -13.8295 1.2352
C: -26.8675 -15.0735 1.5837
H: -26.1309 -15.7570 3.4702
H: -27.6116 -16.6521 2.9607
H: -26.1884 -17.7004 1.1433
H: -25.5018 -17.9672 2.8014
H: -24.0251 -17.0668 0.6950
H: -23.8245 -16.3313 2.2566
H: -27.4050 -15.3931 0.6881
H: -27.2438 -14.1106 1.9133
C: -26.6457 -9.1970 3.0580
C: -26.9357 -8.6539 4.4706
C: -28.0235 -9.5244 5.1167
S: -27.8140 -11.1576 4.4030
O: -28.9946 -11.4244 3.6123
O: -27.2900 -12.0346 5.4095
C: -26.4798 -10.7302 3.2186
H: -25.6868 -8.7687 2.7607
H: -27.4011 -8.9360 2.3206
H: -27.3759 -7.6789 4.2415
H: -26.0381 -8.5077 5.0621
H: -29.0476 -9.1614 5.1808
H: -27.8251 -9.6270 6.1887
H: -26.6731 -11.4032 2.3844
H: -25.5384 -10.8426 3.7534
C: -32.3227 -10.0569 -3.2988
C: -31.6454 -10.7225 -4.5147
C: -32.4653 -10.2217 -5.6722
S: -32.6646 -8.4351 -5.3509
O: -34.0923 -8.1621 -5.4675
O: -31.5990 -7.7279 -6.0364
C: -32.2064 -8.5635 -3.5920
H: -31.7069 -10.2134 -2.4094
H: -33.3398 -10.3875 -3.1063
H: -31.6179 -11.8100 -4.4131
H: -30.5854 -10.4761 -4.6113
H: -33.4664 -10.6587 -5.6895
H: -32.1712 -10.3124 -6.7192
H: -32.8433 -7.8648 -3.0472
H: -31.2010 -8.1978 -3.3858
C: -22.8484 -10.1534 -0.0238
C: -24.2817 -9.7061 -0.3491
C: -24.4642 -9.9792 -1.8153
S: -23.8888 -11.6944 -2.0254
O: -23.2592 -11.8278 -3.3197
O: -24.8999 -12.5969 -1.5047
C: -22.6675 -11.5400 -0.6850
H: -22.6574 -10.3112 1.0387
H: -22.0502 -9.4859 -0.3458
H: -24.4240 -8.6292 -0.1961
H: -25.0005 -10.0850 0.3801
H: -23.8140 -9.3023 -2.3710
H: -25.4532 -9.8864 -2.2657
H: -21.7035 -11.7482 -1.1566
H: -22.7689 -12.4161 -0.0433
C: -31.7562 -14.4200 -2.2950
C: -31.0347 -14.9557 -3.5230
C: -30.1266 -16.0778 -2.9626
S: -29.4373 -15.3572 -1.4872
O: -28.0871 -14.8933 -1.7950
O: -29.6506 -16.1753 -0.3284
C: -30.6153 -13.9469 -1.4048
H: -32.2034 -15.1712 -1.6326
H: -32.5154 -13.6847 -2.5541
H: -30.4910 -14.1908 -4.0815
H: -31.7022 -15.3232 -4.3068
H: -29.2937 -16.3232 -3.6141
H: -30.7693 -16.8678 -2.5804
H: -30.1171 -13.0768 -1.8524
H: -30.7913 -13.5952 -0.3903
C: -28.1367 -7.3061 -6.6459
C: -28.3117 -7.7333 -5.1626
C: -26.9718 -8.3934 -4.7130
S: -25.7042 -8.1842 -5.9979
O: -25.5865 -9.3944 -6.7884
O: -24.5300 -7.5719 -5.4172
C: -26.6660 -6.9472 -6.8688
H: -28.8018 -6.5225 -7.0076
H: -28.4386 -8.1399 -7.2834
H: -29.0768 -8.4945 -5.0466
H: -28.4395 -6.9426 -4.4289
H: -27.0801 -9.4062 -4.3199
H: -26.6215 -7.8292 -3.8463
H: -26.2873 -6.8822 -7.8869
H: -26.4164 -6.0150 -6.3586



(6)
The following is a DFT calculation (ωB97M-V/def2-TZVPD) of 2 unconnected molecules or ions with the total composition C3H7NO2.

Calculated values
molecular weight: 89.1 g mol⁻¹
Kohn-Sham gap: 9.1063 eV
ΔE to the lowest compared entry with this formula, charge and spin: 124.0 kcal/mol
LUMO: 0.31 eV
charge: 0
HOMO: -8.79 eV

Cartesian coordinates (Å):
C: 1.2544 -1.1905 0.0034
C: 0.6349 0.1371 -0.2950
N: -0.5760 0.1557 -0.8714
O: -0.7369 1.4492 -1.4676
H: 1.6427 -1.6127 -0.9269
H: 2.0865 -1.0707 0.6988
H: 0.5057 -1.8623 0.4287
H: 1.3031 0.9912 -0.4463
H: -1.5191 1.3243 -2.0250
C: -1.2049 0.3581 1.1130
O: -1.6614 -0.5649 1.7527
H: -1.7216 1.2579 0.7672
H: -0.0074 0.6277 1.2683



(7)
The following is a DFT calculation (ωB97M-V/def2-TZVPD) of a molecular structure, C5H9CdMgO4.

Calculated values
2S+1: 2
molecular weight: 269.8 g mol⁻¹
Kohn-Sham gap (spin up / spin down): 4.8015 / 7.4482 eV
ΔE to the lowest compared entry with this formula, charge and spin: 0.1 kcal/mol
LUMO (spin up / spin down): -0.32 / -0.32 eV
charge: 0
HOMO (spin up / spin down): -5.12 / -7.77 eV

Cartesian coordinates (Å):
O: -0.7483 2.4547 -0.4032
C: 0.4019 1.8815 -0.1119
C: 0.5616 0.6122 0.3603
O: -0.7190 -0.0011 0.6196
C: -0.9829 -1.1427 -0.1780
C: -2.4549 -1.4489 -0.0784
O: -3.1645 -0.2595 -0.4157
C: -4.5693 -0.4470 -0.5230
Mg: -2.2468 1.4838 0.4507
H: 1.3141 2.4828 -0.2691
H: -0.3906 -2.0045 0.1680
H: -0.7107 -0.9267 -1.2234
H: -2.7331 -1.7602 0.9415
H: -2.7195 -2.2542 -0.7797
H: -5.0222 0.5321 -0.7110
H: -4.7909 -1.1246 -1.3593
H: -4.9730 -0.8672 0.4101
H: 3.8260 -0.3784 -1.0732
Cd: 2.4190 -0.1043 0.9512
O: 3.9022 -0.4531 -0.0935



(8)
The following is a DFT calculation (ωB97M-V/def2-TZVPD) of C2H6OS in the gas phase.

Calculated values
2S+1: 3
molecular weight: 78.1 g mol⁻¹
Kohn-Sham gap (spin up / spin down): 6.0576 / 6.9033 eV
ΔE to the lowest compared entry with this formula, charge and spin: 16.4 kcal/mol
LUMO (spin up / spin down): 0.88 / -2.64 eV
charge: 0
HOMO (spin up / spin down): -5.17 / -9.54 eV

Cartesian coordinates (Å):
C: -0.7819 0.8337 0.1710
C: 0.0262 -0.3267 -0.3368
O: -0.3685 -1.5498 0.0021
S: 2.1378 0.0213 0.3460
H: -0.6577 0.9359 1.2247
H: -1.8781 0.5556 0.0149
H: -0.5564 1.8864 -0.2279
H: 0.2239 -0.2171 -1.4319
H: -0.5944 -1.6589 0.9590
H: 2.4492 -0.4804 -0.7210